## A
C43H60N3O11P2TcTe2 as an isolated structure. Source: the Open Molecules 2025 dataset; level of theory: ωB97M-V/def2-TZVPD.

Last column: Mulliken charge in e.
Geometry (Å):
Tc  0.50  -0.06  0.36  0.9310
O  3.50  1.35  5.72  -0.4787
C  2.62  2.02  4.95  0.5499
O  2.54  3.21  5.02  -0.5258
C  1.76  1.16  4.08  -0.1102
C  0.85  0.21  4.52  -0.2728
N  0.25  -0.31  3.44  -0.1674
N  0.75  0.24  2.34  0.3536
C  1.67  1.13  2.69  -0.1112
C  2.49  1.64  1.54  0.5770
O  3.29  2.54  1.68  -0.7004
O  2.25  0.99  0.43  -0.7288
H  3.50  0.41  5.47  0.3789
H  0.59  -0.10  5.51  0.4788
H  -0.31  -1.18  3.26  0.2342
C  -2.95  1.15  -5.79  -1.5825
C  -2.89  0.81  -4.31  1.1459
C  -3.76  -0.38  -3.96  -1.1985
O  -1.50  0.51  -3.98  0.2280
P  -0.55  1.14  -2.89  -0.7322
O  -0.02  0.16  -1.92  -0.7114
C  -1.51  2.46  -2.11  -0.5086
P  -0.64  3.13  -0.68  -0.1973
O  -0.21  2.07  0.25  -0.3880
O  -1.61  4.10  0.10  -0.2782
C  -2.19  5.30  -0.48  0.8738
C  -2.06  6.39  0.57  -1.5486
C  -3.63  5.02  -0.85  -1.3356
O  0.46  4.01  -1.36  0.3365
C  1.71  4.40  -0.65  0.5532
C  2.87  3.70  -1.31  -1.2868
C  1.80  5.91  -0.73  -1.3049
O  0.63  1.82  -3.68  0.1363
C  0.45  2.56  -4.92  1.1244
C  0.75  1.65  -6.09  -1.3995
C  1.36  3.77  -4.85  -1.4234
H  -3.99  1.27  -6.10  0.4509
H  -2.49  0.35  -6.37  0.2815
H  -2.42  2.08  -6.01  0.3333
H  -3.21  1.67  -3.73  0.0923
H  -3.57  -1.21  -4.64  0.3259
H  -4.81  -0.09  -4.06  0.5201
H  -3.59  -0.72  -2.94  0.0082
H  -2.43  2.03  -1.72  0.8019
H  -1.73  3.27  -2.81  0.7058
H  -1.61  5.58  -1.36  0.2291
H  -2.60  6.09  1.47  0.3592
H  -2.48  7.33  0.20  0.3919
H  -1.01  6.55  0.83  0.3210
H  -4.17  4.66  0.03  0.3241
H  -3.71  4.27  -1.63  0.1989
H  -4.11  5.94  -1.20  0.4271
H  1.63  4.09  0.39  0.3664
H  3.03  4.09  -2.32  0.3694
H  2.69  2.62  -1.35  0.1239
H  3.76  3.85  -0.70  0.4193
H  1.92  6.23  -1.77  0.2790
H  2.67  6.24  -0.16  0.4220
H  0.91  6.39  -0.31  0.1594
H  -0.59  2.90  -4.97  0.0061
H  1.80  1.35  -6.05  0.3899
H  0.56  2.17  -7.03  0.3778
H  0.13  0.75  -6.05  0.2054
H  2.40  3.44  -4.81  0.3425
H  1.14  4.37  -3.97  0.1749
H  1.21  4.38  -5.74  0.4563
Te  -4.39  -2.25  1.71  -0.1821
C  -1.15  -7.37  -6.37  -1.5878
C  -1.18  -6.55  -5.11  0.6189
C  -1.00  -5.17  -5.14  -1.1045
C  -1.05  -4.40  -3.99  0.8532
C  -0.79  -2.92  -4.10  -1.3052
C  -1.33  -5.03  -2.76  0.0504
Te  -1.57  -3.82  -1.02  0.9933
N  0.73  -1.88  0.59  -0.3860
C  0.39  -2.81  1.48  0.2386
O  -0.40  -2.67  2.46  -1.0067
C  0.91  -4.20  1.22  0.1990
C  1.85  -4.43  0.23  0.0921
C  2.32  -5.72  -0.01  -0.6422
C  1.83  -6.78  0.75  -0.4157
C  0.89  -6.55  1.74  -0.7098
C  0.43  -5.26  1.98  -0.2034
C  -3.53  -3.02  -1.17  0.5170
C  -4.62  -3.60  -1.75  1.7546
C  -4.58  -4.92  -2.47  -1.3886
C  -5.91  -2.95  -1.66  -0.9212
C  -6.13  -1.84  -0.93  0.3439
C  -7.47  -1.18  -0.82  -1.7207
C  -5.02  -1.25  -0.21  -1.4647
C  -3.67  -1.79  -0.37  -1.2117
C  -2.54  -0.77  -0.35  0.9054
C  -1.41  -6.42  -2.69  0.9577
C  -1.55  -7.20  -1.40  -2.0538
C  -1.35  -7.16  -3.87  -0.7052
H  -1.29  -6.74  -7.25  0.3705
H  -1.94  -8.13  -6.37  0.3778
H  -0.20  -7.89  -6.48  0.3061
H  -0.81  -4.69  -6.09  0.3284
H  0.10  -2.64  -3.53  0.2924
H  -1.61  -2.33  -3.69  -0.1008
H  -0.64  -2.63  -5.14  0.4065
H  2.21  -3.59  -0.35  0.3589
H  3.05  -5.90  -0.78  0.4090
H  2.20  -7.79  0.57  0.4262
H  0.51  -7.38  2.33  0.3925
H  -0.32  -5.06  2.74  0.4280
H  -4.07  -5.67  -1.87  0.1448
H  -4.06  -4.86  -3.43  0.2289
H  -5.60  -5.27  -2.66  0.4572
H  -6.74  -3.41  -2.18  0.3162
H  -8.22  -1.70  -1.40  0.3850
H  -7.42  -0.14  -1.16  0.3454
H  -7.79  -1.16  0.23  0.3578
H  -5.10  -0.20  0.03  0.7998
H  -2.93  0.17  0.04  0.6694
H  -2.16  -0.63  -1.35  -0.2486
H  -1.67  -1.03  0.26  -0.3711
H  -1.76  -6.56  -0.55  0.3083
H  -0.61  -7.73  -1.19  0.4284
H  -2.33  -7.96  -1.48  0.4548
H  -1.45  -8.24  -3.82  0.4394

Values from the calculation:
2S+1: 3
E_LUMO (alpha / beta): -0.164 / -0.165 eV
⟨S²⟩: 2.01



## B
C43H60N3O11P2TcTe2 as an isolated structure. Source: the Open Molecules 2025 dataset; level of theory: ωB97M-V/def2-TZVPD.

Last column: Mulliken charge in e.
Geometry (Å):
Tc  0.90  0.48  0.88  1.5420
O  6.25  2.75  1.54  -0.5771
C  6.36  1.70  0.76  0.3006
O  7.42  1.26  0.38  -0.6358
C  5.09  1.03  0.36  0.3258
C  5.00  -0.05  -0.49  -0.6440
N  3.71  -0.39  -0.58  -0.0647
N  2.94  0.38  0.19  0.2146
C  3.76  1.27  0.75  -0.3681
C  3.11  2.27  1.65  1.0558
O  3.78  3.16  2.18  -0.9409
O  1.86  2.08  1.78  -0.2170
H  5.30  2.97  1.81  0.4044
H  5.78  -0.56  -1.02  0.5537
H  3.29  -1.22  -0.98  0.0594
C  -2.69  -3.11  3.71  -1.1324
C  -3.04  -3.09  2.24  0.7499
C  -4.49  -2.68  2.02  -1.2822
O  -2.21  -2.11  1.56  0.5561
P  -1.07  -2.49  0.54  -0.0413
O  -0.49  -1.26  -0.04  -0.6372
C  -0.02  -3.79  1.29  -0.6803
P  1.70  -3.78  0.65  -1.5021
O  2.08  -2.58  -0.10  0.2217
O  1.81  -5.12  -0.20  0.1737
C  1.09  -5.29  -1.46  1.5170
C  1.73  -4.47  -2.57  -1.2962
C  1.13  -6.78  -1.76  -1.6576
O  2.68  -3.99  1.86  -0.3287
C  3.01  -5.17  2.62  0.4643
C  4.01  -6.02  1.86  -1.2672
C  1.77  -5.96  3.03  -1.1011
O  -1.77  -3.41  -0.56  -0.1855
C  -2.76  -2.81  -1.45  1.3241
C  -2.05  -2.24  -2.67  -1.2822
C  -3.76  -3.89  -1.80  -1.7252
H  -3.37  -3.79  4.24  0.4623
H  -2.79  -2.11  4.12  0.1456
H  -1.67  -3.44  3.88  0.1320
H  -2.86  -4.07  1.79  0.3318
H  -4.66  -1.70  2.44  0.1237
H  -5.15  -3.40  2.50  0.4930
H  -4.73  -2.64  0.95  0.2391
H  -0.47  -4.76  1.07  0.7566
H  0.01  -3.61  2.36  0.2703
H  0.06  -4.96  -1.31  -0.4261
H  2.78  -4.75  -2.66  0.3437
H  1.66  -3.41  -2.35  0.1418
H  1.22  -4.67  -3.51  0.4406
H  2.16  -7.10  -1.85  0.3383
H  0.60  -6.99  -2.69  0.4331
H  0.66  -7.34  -0.95  0.3853
H  3.48  -4.77  3.52  0.4186
H  3.54  -6.45  0.98  0.1297
H  4.38  -6.82  2.51  0.4910
H  4.85  -5.41  1.55  0.3329
H  1.22  -6.29  2.15  0.1497
H  1.11  -5.34  3.65  0.2476
H  2.07  -6.83  3.60  0.5192
H  -3.26  -2.00  -0.90  -0.1573
H  -1.52  -3.03  -3.19  0.2750
H  -1.34  -1.48  -2.35  0.1220
H  -2.78  -1.79  -3.34  0.4514
H  -3.25  -4.73  -2.28  0.3445
H  -4.50  -3.50  -2.49  0.4263
H  -4.27  -4.26  -0.91  0.3842
Te  0.88  -0.50  3.44  -0.1750
C  -0.62  5.09  -6.62  -1.6379
C  -0.63  4.40  -5.28  0.7123
C  -1.35  4.91  -4.21  -0.9479
C  -1.34  4.29  -2.96  0.7438
C  -2.17  4.90  -1.86  -1.2320
C  -0.56  3.14  -2.77  -0.5553
Te  -0.64  2.20  -0.80  0.7019
N  -0.83  0.94  1.49  0.8637
C  -1.55  0.73  2.52  -0.5001
O  -1.06  0.21  3.63  -0.8841
C  -3.00  1.01  2.52  1.1299
C  -3.68  0.97  1.30  0.4092
C  -5.04  1.23  1.25  -1.1149
C  -5.74  1.52  2.42  -0.4961
C  -5.07  1.54  3.63  -0.7244
C  -3.71  1.28  3.69  -0.7983
C  0.31  3.88  0.11  0.5874
C  -0.27  4.49  1.23  1.0905
C  -1.63  4.13  1.78  -2.4028
C  0.43  5.49  1.89  -1.0061
C  1.68  5.92  1.46  0.8954
C  2.43  6.99  2.21  -1.6780
C  2.22  5.32  0.34  -0.7144
C  1.57  4.29  -0.33  0.9824
C  2.28  3.66  -1.50  -1.8192
C  0.13  2.59  -3.85  1.7543
C  0.95  1.33  -3.75  -1.9808
C  0.10  3.24  -5.09  -0.7855
H  -1.37  5.87  -6.67  0.3501
H  -0.81  4.37  -7.42  0.3829
H  0.36  5.54  -6.80  0.3080
H  -1.94  5.81  -4.35  0.3131
H  -2.82  5.67  -2.25  0.4540
H  -1.53  5.35  -1.10  0.1734
H  -2.78  4.13  -1.38  0.1365
H  -3.13  0.71  0.41  0.2283
H  -5.56  1.20  0.30  0.4496
H  -6.80  1.72  2.38  0.4135
H  -5.61  1.76  4.54  0.4081
H  -3.17  1.29  4.63  0.4872
H  -2.17  3.48  1.09  0.0175
H  -2.21  5.03  1.97  0.6772
H  -1.51  3.58  2.72  0.4323
H  -0.01  5.93  2.78  0.3403
H  1.79  7.47  2.95  0.3880
H  2.80  7.75  1.52  0.3565
H  3.28  6.55  2.72  0.2991
H  3.20  5.63  -0.01  0.4120
H  3.34  3.90  -1.48  0.4133
H  1.87  4.02  -2.44  0.4086
H  2.17  2.57  -1.48  -0.0248
H  0.82  0.85  -2.77  -0.2356
H  2.01  1.54  -3.89  0.3175
H  0.64  0.62  -4.52  0.5910
H  0.65  2.81  -5.92  0.4422

Values from the calculation:
2S+1: 3
E_LUMO (alpha / beta): 0.113 / -0.295 eV
⟨S²⟩: 2.02



So which one is most stable? That would be B, about 2.484 eV below the next structure.